## w
Entry from the Open Molecules 2025 dataset: a cluster of 2 separate species, C2H6OS in total (ωB97M-V/def2-TZVPD).

```
10
Properties=species:S:1:pos:R:3
C 1.104 1.853 0.764
C 0.654 0.759 1.350
O -0.667 0.336 1.298
H 2.138 2.142 0.868
H 0.406 2.472 0.213
H 1.237 0.137 2.019
H -0.861 0.285 0.350
S -0.610 -1.332 -1.521
H 0.562 -0.843 -1.941
H -0.071 -2.421 -0.963
```

Results
Spin multiplicity   1
HOMO level   -9.36 eV
Structure (SMILES)   C=CO.S
Kohn-Sham gap   10.086 eV



## x
Entry from the Open Molecules 2025 dataset: a cluster of 2 separate species, C2H6OS in total (ωB97M-V/def2-TZVPD).

```
10
Properties=species:S:1:pos:R:3
C -0.294 -1.597 -0.233
C 0.361 -0.754 0.570
S 1.714 0.329 0.084
H -0.844 -2.442 -0.045
H -0.071 -1.432 -1.322
H 0.332 -0.790 1.695
H 1.657 0.865 -1.125
O -0.902 1.627 0.365
H -0.781 1.732 -0.609
H -1.172 2.463 0.621
```

Results
Spin multiplicity   1
HOMO level   -8.42 eV
Structure (SMILES)   C=CS.O
Kohn-Sham gap   9.104 eV



## y
Entry from the Open Molecules 2025 dataset: a cluster of 2 separate species, C2H6OS in total (ωB97M-V/def2-TZVPD).

```
10
Properties=species:S:1:pos:R:3
C -3.378 -2.037 -5.231
O -3.961 -1.886 -4.194
H -3.871 -1.902 -6.221
H -2.300 -2.311 -5.283
C 2.128 1.873 3.894
S 2.310 0.932 2.352
H 2.350 1.376 4.831
H 2.862 2.680 3.846
H 1.152 2.341 3.920
H 2.095 -0.356 2.649
```

Results
Spin multiplicity   1
HOMO level   -9.05 eV
Structure (SMILES)   C=O.CS
Kohn-Sham gap   9.974 eV



## z
Entry from the Open Molecules 2025 dataset: a cluster of 2 separate species, C2H6OS in total (ωB97M-V/def2-TZVPD).

```
10
Properties=species:S:1:pos:R:3
C -0.604 -0.425 -0.753
C -0.075 0.426 0.375
O -0.130 1.736 0.306
S 2.355 -0.141 -0.146
H -0.314 -1.434 -0.647
H -0.273 -0.313 -1.722
H -1.776 -0.362 -0.652
H 0.292 -0.062 1.342
H -0.275 2.027 -0.602
H 2.767 0.919 0.522
```

Results
Spin multiplicity   1
HOMO level   -8.17 eV
Kohn-Sham gap   8.252 eV



Relative stability in kJ/mol, measured from the most stable structure: w 0.0; x 72.8; y 17.4; z 110.1



## w
Entry from the Open Molecules 2025 dataset: a structure of composition C7H14N2 (ωB97M-V/def2-TZVPD).

```
23
Properties=species:S:1:pos:R:3
C 0.302 1.868 0.187
C 0.780 0.448 0.048
C -1.057 -0.408 -0.057
C 1.716 0.037 1.158
C 1.254 0.221 -1.385
C -1.316 -1.381 -1.187
C -1.400 -0.943 1.415
N -1.179 1.895 -0.014
N -1.743 0.854 -0.122
H 0.373 2.314 1.126
H 0.613 2.592 -0.664
H 2.118 -0.998 0.877
H 1.212 -0.078 2.083
H 2.463 0.769 1.198
H 1.516 -0.836 -1.675
H 2.136 0.819 -1.605
H 0.565 0.598 -2.128
H -2.253 -1.151 -1.530
H -1.133 -2.479 -0.810
H -0.620 -1.023 -1.953
H -0.452 -1.127 1.983
H -2.029 -1.801 1.014
H -1.866 -0.188 2.040
```

Results
Spin multiplicity   1
HOMO level   -8.20 eV
Kohn-Sham gap   9.062 eV



## x
Entry from the Open Molecules 2025 dataset: a cluster of 2 separate species, C7H14N2 in total (ωB97M-V/def2-TZVPD).

```
23
Properties=species:S:1:pos:R:3
C 2.313 -0.685 -0.069
C 1.463 -0.556 -1.308
C 0.389 -1.302 -1.662
N -0.169 -0.518 -2.736
C 0.707 0.593 -2.943
N 1.728 0.538 -2.077
H 2.632 -1.706 0.014
H 1.578 -0.644 0.814
H 3.173 0.002 -0.122
H -0.103 -2.201 -1.233
H -1.032 -0.418 -3.207
H 0.721 1.418 -3.747
C -1.904 -0.805 2.797
C -1.879 0.649 3.535
C -1.627 1.875 2.571
H -2.133 -1.403 3.658
H -1.006 -1.180 2.313
H -2.783 -0.676 2.226
H -2.923 0.678 3.977
H -0.979 0.691 4.253
H -1.867 2.724 3.297
H -0.609 2.111 2.254
H -2.361 1.851 1.664
```

Results
Spin multiplicity   1
HOMO level   -8.60 eV
Structure (SMILES)   Cc1c[nH]cn1.CCC
Kohn-Sham gap   9.507 eV



Relative stability in kJ/mol, measured from the most stable structure: w 178.5; x 0.0



## w
Entry from the Open Molecules 2025 dataset: the molecule C7H14N2 (ωB97M-V/def2-TZVPD).

```
23
Properties=species:S:1:pos:R:3
C -0.939 -0.356 -0.997
C -1.214 -0.385 1.101
C -2.025 -0.818 -0.074
C -0.246 -1.371 -1.845
C -0.855 1.064 -1.438
C 2.489 0.103 0.783
C 1.087 0.342 1.251
N 0.927 1.405 2.180
N 0.107 -0.354 0.795
H -1.626 0.094 1.988
H 1.622 1.410 2.915
H 0.004 1.455 2.584
H -2.279 -1.881 -0.140
H -2.937 -0.228 -0.213
H -1.589 1.694 -0.936
H 0.707 -0.999 -2.226
H -0.060 -2.288 -1.286
H -0.879 -1.619 -2.708
H -1.009 1.152 -2.519
H 0.144 1.459 -1.209
H 3.138 -0.239 1.600
H 2.498 -0.661 0.007
H 2.935 1.020 0.387
```

Results
Spin multiplicity   1
HOMO level (alpha / beta)   -6.10 / -5.70 eV
Kohn-Sham gap (alpha / beta)   7.134 / 6.520 eV



## x
Entry from the Open Molecules 2025 dataset: the molecule C7H14N2 (ωB97M-V/def2-TZVPD).

```
23
Properties=species:S:1:pos:R:3
N -1.087 -2.152 0.314
C 0.005 -1.437 -0.179
C -0.129 -0.003 0.403
C -1.425 0.602 -0.308
C -0.756 1.040 -1.659
N 0.762 0.919 -1.548
C 0.860 0.997 -0.122
C 1.825 0.430 1.034
C 0.492 -0.028 1.761
H -1.256 -3.135 -0.087
H -1.106 -2.189 1.308
H 0.960 -1.962 0.074
H -0.004 -1.362 -1.274
H -1.877 1.519 0.160
H -2.220 -0.129 -0.448
H -1.239 0.535 -2.454
H -0.933 2.088 -1.972
H 1.218 1.712 -2.018
H 0.479 1.999 0.180
H 2.303 -0.505 0.705
H 2.425 1.264 1.347
H 0.635 -0.929 2.346
H 0.066 0.727 2.436
```

Results
Spin multiplicity   1
HOMO level   -8.64 eV
Structure (SMILES)   NC[C@]12CCN[C@@H]1CC2
Kohn-Sham gap   9.763 eV



## y
Entry from the Open Molecules 2025 dataset: a cluster of 2 separate species, C7H14N2 in total (ωB97M-V/def2-TZVPD).

```
23
Properties=species:S:1:pos:R:3
C 3.145 1.691 0.448
C 2.157 0.817 1.151
C 2.047 -0.541 1.032
N 0.963 -0.890 1.793
C 0.483 0.256 2.350
N 1.158 1.302 1.950
H 3.403 2.586 1.021
H 2.734 2.035 -0.501
H 4.078 1.195 0.358
H 2.615 -1.255 0.465
H 0.622 -1.780 2.116
H -0.491 0.327 2.799
C -1.173 -1.213 -1.911
C -2.614 -0.752 -1.633
C -2.651 0.384 -0.611
H -0.825 -1.255 -2.940
H -1.121 -2.238 -1.529
H -0.364 -0.686 -1.398
H -3.092 -0.418 -2.558
H -3.193 -1.595 -1.300
H -2.066 0.105 0.268
H -2.157 1.250 -1.048
H -3.659 0.675 -0.321
```

Results
Spin multiplicity   1
HOMO level   -8.61 eV
Structure (SMILES)   Cc1c[nH]cn1.CCC
Kohn-Sham gap   9.469 eV



## z
Entry from the Open Molecules 2025 dataset: a cluster of 2 separate species, C7H14N2 in total (ωB97M-V/def2-TZVPD).

```
23
Properties=species:S:1:pos:R:3
C -1.062 -1.604 -2.008
C -1.461 -1.892 -0.604
C -2.680 -1.719 -0.031
N -2.469 -1.902 1.313
C -1.153 -2.132 1.487
N -0.507 -2.160 0.357
H -1.948 -1.313 -2.587
H -0.613 -2.453 -2.515
H -0.379 -0.765 -2.151
H -3.519 -1.188 -0.439
H -3.081 -1.678 2.078
H -0.802 -2.431 2.463
C 0.997 2.784 -0.316
C 1.463 1.772 0.714
C 2.892 1.268 0.459
H 0.931 2.288 -1.281
H 1.542 3.703 -0.377
H -0.008 3.140 -0.043
H 1.437 2.153 1.743
H 0.791 0.914 0.770
H 3.015 1.017 -0.608
H 3.670 1.959 0.768
H 2.945 0.240 0.808
```

Results
Spin multiplicity   1
HOMO level   -8.75 eV
Structure (SMILES)   Cc1c[nH]cn1.CCC
Kohn-Sham gap   9.607 eV



Relative stability in kJ/mol, measured from the most stable structure: w 308.8; x 245.1; y 0.0; z 8.7



## w
Entry from the Open Molecules 2025 dataset: a cluster of 2 separate species, C7H14N2 in total (ωB97M-V/def2-TZVPD).

```
23
Properties=species:S:1:pos:R:3
C 1.849 2.188 1.344
C 0.567 1.906 0.665
C -0.621 1.659 1.365
N -1.621 2.016 0.483
C -1.010 2.563 -0.777
N 0.314 2.426 -0.611
H 1.763 3.270 1.352
H 2.786 1.816 0.786
H 1.909 1.789 2.320
H -0.628 0.998 2.298
H -2.631 2.087 0.729
H -1.509 2.570 -1.723
C -0.069 -3.315 -1.570
C 0.660 -2.328 -0.565
C -0.572 -1.289 0.035
H -1.046 -2.982 -1.833
H -0.201 -4.245 -1.098
H 0.384 -3.325 -2.537
H 1.174 -2.820 0.121
H 1.219 -1.709 -1.295
H -0.742 -1.529 1.128
H -0.381 -0.228 -0.295
H -1.595 -1.516 -0.325
```

Results
Spin multiplicity   1
HOMO level   -8.28 eV
Structure (SMILES)   Cc1c[nH]cn1.CCC
Kohn-Sham gap   9.197 eV



## x
Entry from the Open Molecules 2025 dataset: a cluster of 2 separate species, C7H14N2 in total (ωB97M-V/def2-TZVPD).

```
23
Properties=species:S:1:pos:R:3
C 1.940 -2.966 0.578
C 1.972 -1.485 0.623
C 2.528 -0.634 -0.292
N 2.065 0.619 0.069
C 1.371 0.487 1.252
N 1.217 -0.778 1.537
H 1.097 -3.324 0.005
H 1.820 -3.434 1.559
H 2.872 -3.333 0.146
H 3.235 -0.624 -1.103
H 2.579 1.439 -0.189
H 0.917 1.370 1.667
C -2.048 0.305 -1.491
C -1.726 1.590 -0.740
C -2.559 1.689 0.544
H -3.136 0.221 -1.633
H -1.598 0.197 -2.479
H -1.857 -0.613 -0.931
H -0.671 1.546 -0.464
H -1.805 2.481 -1.365
H -2.191 1.029 1.335
H -2.399 2.694 0.933
H -3.626 1.525 0.441
```

Results
Spin multiplicity   1
HOMO level   -8.66 eV
Structure (SMILES)   Cc1c[nH]cn1.CCC
Kohn-Sham gap   9.540 eV



## y
Entry from the Open Molecules 2025 dataset: a cluster of 2 separate species, C7H14N2 in total (ωB97M-V/def2-TZVPD).

```
23
Properties=species:S:1:pos:R:3
C -0.029 0.812 2.110
C 0.777 -0.020 1.160
C 0.260 -0.901 0.296
N 1.079 -1.707 -0.492
C -1.227 -1.123 0.190
C -1.654 -2.248 -0.746
H -0.356 0.224 2.974
H 0.563 1.649 2.483
H -0.919 1.207 1.619
H 1.854 0.084 1.217
H 2.043 -1.407 -0.524
H 0.709 -1.953 -1.391
H -1.689 -0.189 -0.142
H -1.607 -1.337 1.193
H -1.405 -2.018 -1.784
H -1.187 -3.189 -0.460
H -2.734 -2.366 -0.691
C 1.379 2.570 -1.096
C 0.033 2.107 -1.304
N -1.038 1.747 -1.475
H 1.708 2.288 -0.097
H 2.036 2.114 -1.840
H 1.404 3.656 -1.199
```

Results
Spin multiplicity   1
HOMO level   -7.63 eV
Structure (SMILES)   C/C=C(/N)CC.CC#N
Kohn-Sham gap   8.438 eV



## z
Entry from the Open Molecules 2025 dataset: a cluster of 2 separate species, C7H14N2 in total (ωB97M-V/def2-TZVPD).

```
23
Properties=species:S:1:pos:R:3
C 2.400 0.034 -0.266
C 1.503 -1.053 -0.677
C 0.906 -1.323 -1.895
N 0.022 -2.360 -1.692
C 0.098 -2.690 -0.361
N 0.987 -1.934 0.235
H 1.899 0.983 -0.062
H 3.233 0.076 -0.978
H 2.801 -0.164 0.738
H 1.025 -0.845 -2.858
H -0.848 -2.528 -2.178
H -0.652 -3.304 0.099
C -0.532 2.218 1.738
C -0.859 0.999 0.859
C -2.173 0.922 0.121
H -0.879 1.988 2.744
H -0.923 3.147 1.338
H 0.538 2.316 1.794
H -0.090 0.630 0.179
H -0.876 0.086 1.480
H -2.269 0.019 -0.493
H -3.038 1.068 0.774
H -2.272 1.717 -0.640
```

Results
Spin multiplicity   1
HOMO level   -8.62 eV
Structure (SMILES)   Cc1c[nH]cn1.CCC
Kohn-Sham gap   9.467 eV



Relative stability in kJ/mol, measured from the most stable structure: w 233.4; x 0.0; y 37.0; z 30.0